C50H108AlAs2Br6F12N8O18 as an isolated structure in a non-equilibrium geometry. Source: the Open Molecules 2025 dataset; level of theory: ωB97M-V with the def2-TZVPD basis set.

```
205
Properties=species:S:1:pos:R:3:forces:R:3
C 2.66245 -25.65421 -22.39579 0.8127 -1.2402 -0.5501
H 0.20112 -17.00702 -22.46603 0.6193 0.1318 0.5493
C 5.19436 -21.73536 -24.52620 -0.1097 -1.4539 -0.2973
H 6.49985 -18.96327 -21.28093 -0.4213 -0.8836 -0.5618
C 8.53559 -21.53492 -22.27095 -0.1762 0.2423 0.0067
C 10.14808 -15.14993 -23.85452 0.7589 0.6383 0.0958
H 9.68581 -17.15962 -14.26454 -0.0758 1.0583 2.1266
C 16.71954 -15.90464 -23.58537 1.0365 -3.2874 -1.3966
H 9.17196 -23.70431 -17.16612 0.3493 0.1887 -0.1380
H 6.43406 -20.84085 -27.21366 0.1226 0.3954 -0.3050
As 11.18950 -22.34613 -10.50314 -0.9562 -0.4245 -3.9914
C 1.03990 -18.06973 -20.75131 -0.2809 0.3963 1.0018
C 2.89782 -15.01234 -13.65812 -1.0263 -0.3486 2.6859
H 7.86249 -24.34083 -18.08644 0.0575 0.2425 -0.4114
H 8.43492 -13.09567 -15.62675 -0.1860 -0.0032 -0.0979
H 2.79455 -26.76848 -22.43605 -0.6271 0.7757 0.2815
H 2.10304 -22.14137 -25.09839 0.8672 -0.4417 -0.1769
O 6.04100 -14.41111 -21.10787 0.4119 1.7548 -0.4959
Br 10.42407 -16.44731 -25.19567 0.1942 -1.0827 -0.8774
C 3.24938 -26.59176 -26.88482 0.8881 0.5721 1.5209
H 6.54097 -20.78698 -16.81532 -0.8517 -0.8960 0.2901
H 1.73534 -17.80959 -19.92209 -0.4052 -0.7599 -0.6673
H 18.76961 -16.35516 -23.53336 0.3709 0.1472 0.2367
H 11.87587 -17.65456 -14.90771 0.3184 -0.3069 0.8242
Br -0.61757 -18.71896 -19.90551 -0.1045 0.2889 0.0658
H -1.95146 -23.63479 -14.55130 0.5615 -0.2039 0.7855
H -1.43376 -24.52422 -13.05191 0.1673 -0.7605 0.1287
C 9.46405 -16.00999 -20.07662 -2.2133 -0.5698 -0.7032
C 7.85541 -20.72088 -15.47026 -2.3280 -1.9528 3.1443
H 3.56746 -21.36154 -23.26228 0.5464 0.3262 -0.1215
H 14.67775 -18.34948 -23.16251 -0.5872 -0.4226 -0.2625
H 6.83466 -17.26657 -15.78503 -1.9845 -0.4083 -0.4154
C 4.23012 -20.86309 -27.58173 0.1664 0.7902 0.3977
C 15.33010 -17.69381 -22.62149 -0.9970 0.2738 0.1316
H 3.04736 -27.04689 -27.81740 -0.5109 -0.4510 -0.9171
C 4.67621 -21.32101 -23.19678 -0.6665 1.1486 1.2901
C 7.77650 -17.81427 -20.12622 1.1299 -0.0313 0.4280
C 2.52176 -23.93129 -30.24650 -0.1006 0.0354 0.8473
H 0.41490 -22.35867 -14.45230 -0.3959 -0.8078 0.0004
C 6.37240 -18.22273 -20.53113 0.7461 1.1106 1.0099
H 9.61042 -15.65515 -23.00880 0.7404 0.7786 -0.7181
H 9.80822 -13.46258 -25.35806 -0.6992 -1.1431 1.6680
O 8.55425 -17.86193 -17.13283 1.4829 2.9756 2.4350
H 12.36559 -14.28295 -15.48740 -0.7533 -0.1971 -0.0851
N 6.68505 -21.22533 -15.87628 0.9685 1.4611 -2.4272
H 10.20563 -16.77810 -20.39772 -0.5289 0.8803 0.2373
C 9.34190 -14.00665 -24.44833 0.8171 -0.5683 -1.2242
H -0.99541 -27.72346 -24.62011 -1.1340 -0.7297 -0.7813
H 1.71417 -20.51131 -25.68805 -0.2855 -0.2754 -0.1428
H 3.87270 -26.30444 -19.97877 -0.2252 0.1032 -0.1238
H 5.79808 -17.36265 -20.87760 0.2598 -0.0197 -0.3689
H 1.99256 -26.38295 -16.12367 -0.5009 0.3164 -0.1070
C 8.19991 -21.01199 -14.07182 -0.5444 -1.1598 0.6468
C 2.19813 -24.40783 -15.20168 -0.8604 0.9425 1.0135
F 11.30133 -23.11844 -12.04374 0.4001 0.9992 1.1450
H 5.67106 -22.38842 -26.79305 -0.2882 1.0860 -0.1148
C 2.63023 -25.50184 -16.12561 -0.1222 -0.4334 -0.0038
H 4.34682 -24.63205 -23.20808 -0.4224 -0.1886 0.5415
H -2.29200 -26.16915 -20.45427 -0.8316 -0.6637 0.1681
C 18.11614 -15.73773 -24.13738 0.3342 0.5257 -0.5778
H 4.39916 -20.94245 -28.65188 0.1514 -0.0629 -0.1834
C 8.53607 -22.44199 -18.83436 -0.5901 -0.3312 -1.1841
H 3.37342 -21.51006 -27.36399 0.3245 0.0044 0.2198
H 7.56661 -15.66003 -16.18211 -0.5383 -0.8281 0.4855
F 3.97133 -22.32147 -18.27588 0.6727 -1.5252 2.6476
F 10.02020 -23.53447 -10.02887 0.9339 0.9966 0.8534
C -0.53178 -19.11274 -24.21788 -0.8338 -2.4672 1.2629
O 0.50535 -18.54932 -24.31087 1.3769 0.6376 -0.3515
N -1.38693 -26.64657 -22.83915 -1.0839 -0.5424 0.0846
H -1.68933 -17.33154 -24.33262 -0.1431 -0.4500 -0.1077
F 1.41591 -22.11159 -17.98123 2.3527 -0.5480 -1.7993
C -1.74752 -25.33015 -20.81228 0.2554 0.2937 0.2411
H -1.48998 -22.78570 -13.04434 -0.2892 -0.2118 -0.1233
H 11.06198 -14.34855 -18.10432 0.8117 0.4963 -0.0649
H 3.84121 -27.30903 -26.29935 -0.4126 0.1008 0.1427
H -2.01504 -18.30397 -22.85411 0.3897 -0.2920 -1.7284
O -0.33280 -24.64467 -22.51121 -0.0458 -0.7942 -0.4422
H 1.35001 -20.69951 -23.19578 -0.9224 -0.5905 -0.5563
H 0.33245 -16.03161 -21.00861 -0.1052 0.6186 0.6414
H -2.20736 -27.22645 -22.59729 1.0646 0.6979 -0.0720
N 8.05315 -16.54442 -20.34566 1.5610 0.3464 -0.1402
H 3.89863 -19.79290 -27.39957 0.6867 -1.2134 0.0340
H 7.36435 -21.35357 -13.44715 0.1571 0.6665 -0.0800
O 10.23964 -14.46597 -14.40581 -1.0251 0.3332 -0.9771
C 4.69830 -25.59525 -20.01539 0.0762 -0.6569 -0.4700
H 9.59298 -21.52028 -22.06807 0.3763 -0.0277 0.4848
H 9.49273 -24.38032 -18.84829 -0.7230 0.6897 0.7982
F 12.23954 -20.96394 -10.83919 -1.3580 -1.5451 0.9425
F 10.40620 -19.54498 -18.26860 -0.9777 -0.4259 1.0793
H 2.71486 -25.10878 -17.16198 0.3572 -0.3599 0.7434
H 17.11461 -17.93358 -23.55029 0.4758 0.1050 -0.3288
H 4.95444 -21.41952 -14.68773 0.3988 -0.2051 0.4000
H -2.33371 -24.40922 -20.81137 0.0967 -0.1578 0.1794
H 4.98220 -22.51100 -15.98742 1.3161 -0.0142 0.7727
H 9.46655 -15.04140 -20.58723 0.5473 -0.3137 -0.1172
H 6.11736 -22.77931 -14.54986 0.1581 -0.6676 0.2917
C 8.75153 -17.29669 -15.98312 -0.0088 -1.3021 -0.5893
H 7.57944 -20.74162 -20.52697 -0.1667 -1.5763 -0.5291
F 1.48272 -21.84146 -20.41642 -0.9535 -1.0589 -0.0486
O 8.69014 -20.05837 -16.07101 0.5056 0.7457 -2.1020
H -2.69544 -18.82098 -24.41393 -0.8043 -0.4990 -0.5685
H 7.45180 -16.22258 -14.50277 0.5201 -0.1595 0.2451
H 0.35713 -27.42467 -23.65343 0.2623 -0.2301 0.3060
C 6.20052 -13.16765 -21.21737 0.4888 -1.3329 2.7255
C 8.80308 -23.78378 -18.18742 0.5558 -0.2370 0.3617
O -0.59046 -20.52882 -24.07699 -0.7278 2.4085 0.1581
O 8.34589 -22.66815 -20.10013 -0.0620 -0.4591 -1.3792
N 5.89281 -12.46559 -22.28672 -1.3088 -0.4536 -1.5410
H 2.35092 -26.23994 -26.33939 0.2752 -0.7208 -0.3893
H 4.39389 -12.82164 -23.85889 0.4104 0.3269 0.5747
H 4.97230 -20.34974 -22.72419 -0.2095 -0.5161 -1.0677
H 2.01234 -25.32660 -21.59417 -0.0743 -0.0682 0.1527
H 3.44914 -14.52134 -12.78415 -0.7155 -0.5845 -1.4142
H 8.37669 -14.43033 -24.67822 -0.5003 0.4950 -0.2498
H 8.96317 -13.73173 -17.24885 -0.1000 0.0600 0.6180
F 3.77923 -22.38973 -20.49872 -0.2331 -1.9197 -0.8843
H 5.08475 -25.46225 -27.54567 -0.3944 -0.3154 0.6895
O 2.98005 -23.61324 -14.72488 -0.3061 -0.0780 -0.2286
H 0.71109 -23.41465 -13.06859 0.6736 0.0133 0.0696
H 1.27140 -18.95756 -21.32802 0.7520 0.3812 -0.1560
C -1.83657 -18.36737 -23.99798 0.8233 0.4103 1.9999
H 18.36975 -15.99237 -25.19626 -0.9502 -0.0032 0.7376
C 5.66954 -22.07317 -15.20641 -1.1891 1.6898 -1.5944
H 4.05064 -24.70141 -26.22072 0.5955 -0.1333 0.1277
C 3.41514 -24.79647 -29.36551 -1.7097 1.1222 0.5724
Br 2.57081 -16.24326 -22.10964 0.1012 0.2882 -0.1558
H 5.26912 -14.20226 -23.17323 0.0082 0.3882 -0.2427
O 0.87920 -24.41891 -14.93046 -1.0962 0.7273 0.4867
H 11.26648 -18.71737 -16.20954 -0.5066 -0.1621 -0.0374
Br 0.37670 -15.25860 -12.00101 0.9436 0.3782 -1.1384
O 8.72342 -18.54652 -19.63981 -2.4843 0.6587 -0.9914
C 4.95517 -24.99685 -21.39659 -0.8851 0.1489 0.6881
C 1.31175 -21.44573 -25.28700 -0.1895 0.3812 1.6612
H -0.88635 -25.24079 -20.14826 -0.1600 0.3454 0.1616
C 11.92945 -13.99387 -17.51046 -0.4897 1.0360 -0.8631
H 9.66758 -12.26194 -16.65359 -0.0261 -0.5375 0.5403
C -1.26915 -23.66671 -13.66501 0.6377 1.7117 -1.8552
H 2.95948 -16.12342 -13.49493 0.2385 1.0993 -0.6102
C 0.80651 -16.80952 -21.55548 -0.4334 -1.3448 -1.2925
Al 8.65279 -19.45885 -17.90775 0.7971 -0.9826 -1.9182
O 5.98057 -24.37352 -21.60613 0.4145 -0.0605 -0.0023
H 7.87620 -12.66611 -19.97783 -0.5701 0.3294 0.1981
H 8.31064 -20.54776 -22.66213 -0.1673 0.1038 -0.2978
F 3.16267 -20.41703 -19.44854 -0.9036 0.3565 1.0504
H 8.76346 -20.19502 -13.67814 0.3594 0.2656 0.5405
H 3.16231 -23.12644 -30.54921 0.2650 0.7910 -0.1254
C 10.32678 -14.05472 -15.56527 2.0724 0.6668 1.2361
O 5.45821 -20.77848 -25.40959 -0.2015 -0.5532 -1.0015
C 0.64998 -21.23903 -23.90018 0.1734 -0.3007 -0.8119
H 8.37164 -22.27029 -23.02239 -0.2220 -0.6067 -0.6787
H 15.71687 -18.26061 -21.79565 0.3953 -0.2633 0.5080
H 6.10971 -13.08362 -24.26427 -0.1118 0.0196 -0.0498
H 9.49322 -15.82351 -19.01576 0.4447 -0.1501 0.4263
As 2.68243 -22.04313 -19.25587 -1.0299 4.7753 -0.8969
H 3.54074 -25.86379 -15.65406 0.5596 0.2138 -0.7266
F 9.75875 -21.30095 -10.90394 2.2816 -1.0404 1.1658
H 7.33226 -15.96003 -20.77305 0.3613 0.1985 0.2385
N 3.99064 -25.07199 -22.34478 0.8717 0.9041 -1.1180
C 11.18929 -17.75832 -15.71641 -0.7193 2.1299 -0.3762
O 5.24673 -22.93077 -24.79498 -0.0984 0.7339 0.2454
H 11.15028 -14.72477 -23.62506 -0.7233 -0.7479 0.4295
H 14.69450 -16.89711 -22.18753 0.7157 -0.0803 -0.5881
H 6.71575 -22.25862 -21.20382 0.4212 0.4303 -0.2726
H 2.22663 -24.40738 -31.18720 -0.0198 -0.3015 0.5599
N 16.38016 -17.25609 -23.51267 -0.3697 0.8896 0.8215
C 5.52762 -21.27936 -26.83614 -0.8813 -0.2522 0.9391
O 8.39277 -21.33015 -18.36302 1.0539 -0.8739 0.7099
H 4.89301 -22.05370 -22.43864 0.3711 -0.5897 -0.1356
H 6.64492 -11.29583 -20.05651 0.3635 -0.6812 -0.1538
H 0.89132 -15.02038 -14.49537 -0.3373 -0.5865 -0.2457
H 1.24222 -13.56229 -13.69634 0.0569 0.6969 0.3560
H 11.51940 -16.92635 -16.40443 -0.4986 -1.0618 0.3348
C 6.80104 -12.39549 -19.99982 -0.4177 -0.0199 -0.9096
Br 9.26456 -12.85185 -22.96768 -0.5096 1.5758 0.8908
H 0.31905 -22.25592 -23.54264 0.4844 1.2076 0.1131
N 9.82114 -17.33723 -15.20123 1.3064 -1.9698 -4.3622
H 18.31886 -14.68753 -24.01848 0.5585 0.3502 0.1277
H 0.59382 -21.96421 -25.89684 -0.2596 0.1471 -0.6361
H 2.20550 -25.35460 -23.34899 0.0739 0.0012 0.4468
C 7.67994 -21.75073 -21.05808 0.2373 1.4193 2.2239
H 12.80415 -14.54204 -17.75689 0.5003 -1.4123 -0.0353
C 7.56640 -16.57056 -15.52155 0.4121 1.8444 -0.2959
O 4.11876 -25.63017 -29.79585 1.9304 -2.1603 -1.1771
H 8.79547 -21.90147 -14.16300 0.9280 -0.3975 0.3124
H 1.67950 -23.52016 -29.66888 0.2559 -0.1878 -0.4101
C 4.08214 -25.34744 -27.09299 -0.3702 0.6877 -1.5341
C -1.12257 -25.51661 -22.14681 0.4131 0.8686 -0.1184
F 6.85241 -19.64503 -18.17695 0.2769 0.5778 1.0867
O 15.97136 -15.04583 -23.25921 -1.0138 1.7661 0.5976
H -0.23916 -26.07847 -24.55796 -1.0069 -1.1800 0.7065
H 5.98559 -11.48152 -22.37360 0.3482 0.5992 0.5405
C -0.58966 -27.00310 -23.97570 2.1805 2.1319 -0.4523
C 9.26934 -13.23707 -16.30214 0.3783 -0.4762 -0.8504
N 11.58962 -14.12103 -16.12921 -0.1025 -0.0770 0.3991
F 12.47211 -23.14371 -9.66386 -1.3254 1.0293 -0.1489
O 3.33708 -24.52787 -28.05315 -0.6744 1.0380 0.1529
C 5.37007 -13.14535 -23.46126 0.1256 -0.9774 -0.4027
H 12.33042 -13.00354 -17.81434 -1.0983 0.1036 0.1656
Br 3.63535 -14.41997 -15.31614 0.2428 -0.0967 -0.2280
H 6.28625 -12.73637 -19.09407 0.2891 -0.1421 -0.2424
C 0.21564 -23.36525 -14.02690 0.6450 -1.0377 -0.2342
H 5.58870 -26.17499 -19.74087 -0.0993 0.4269 0.1012
H 5.88318 -18.54108 -19.62775 -0.2051 -0.7953 0.0618
C 1.38936 -14.61831 -13.63696 0.6272 -0.5735 0.5812
H 4.51689 -24.79748 -19.29490 0.2181 0.0065 0.0001
```
Positions in Å, forces in eV/Å.

Energy relative to the best compared isomer or geometry (same formula, charge and spin) in kJ/mol: 0.00
HOMO level in eV: -10.74
Calculated total energy in eV: -683521.7803
Spin multiplicity: 1
Charge: +1
HOMO-LUMO gap in eV: 6.31

Atom charges from the Löwdin analysis, given in e for atoms 1 to 99: atom 1 (C): -0.080, atom 2 (H): 0.040, atom 3 (C): -0.537, atom 4 (H): 0.063, atom 5 (C): -0.037, atom 6 (C): -0.829, atom 7 (H): 0.114, atom 8 (C): -0.564, atom 9 (H): 0.083, atom 10 (H): 0.108, atom 11 (As): 1.112, atom 12 (C): -0.704, atom 13 (C): -0.733, atom 14 (H): 0.093, atom 15 (H): 0.081, atom 16 (H): 0.098, atom 17 (H): 0.050, atom 18 (O): -0.047, atom 19 (Br): 0.677, atom 20 (C): -0.057, atom 21 (H): 0.122, atom 22 (H): 0.057, atom 23 (H): 0.074, atom 24 (H): 0.075, atom 25 (Br): 0.602, atom 26 (H): 0.088, atom 27 (H): 0.061, atom 28 (C): 0.006, atom 29 (C): -0.481, atom 30 (H): 0.086, atom 31 (H): 0.067, atom 32 (H): 0.080, atom 33 (C): -0.058, atom 34 (C): -0.093, atom 35 (H): 0.061, atom 36 (C): 0.027, atom 37 (C): -0.398, atom 38 (C): 0.027, atom 39 (H): 0.127, atom 40 (C): 0.044, atom 41 (H): 0.048, atom 42 (H): 0.107, atom 43 (O): 0.071, atom 44 (H): 0.150, atom 45 (N): 0.071, atom 46 (H): 0.115, atom 47 (C): -0.738, atom 48 (H): 0.065, atom 49 (H): 0.076, atom 50 (H): 0.066, atom 51 (H): 0.078, atom 52 (H): 0.085, atom 53 (C): 0.030, atom 54 (C): -0.561, atom 55 (F): -0.212, atom 56 (H): 0.114, atom 57 (C): 0.020, atom 58 (H): 0.129, atom 59 (H): 0.063, atom 60 (C): -0.009, atom 61 (H): 0.065, atom 62 (C): -0.434, atom 63 (H): 0.053, atom 64 (H): 0.117, atom 65 (F): -0.161, atom 66 (F): -0.217, atom 67 (C): -0.487, atom 68 (O): 0.092, atom 69 (N): 0.014, atom 70 (H): 0.092, atom 71 (F): -0.214, atom 72 (C): 0.002, atom 73 (H): 0.080, atom 74 (H): 0.076, atom 75 (H): 0.087, atom 76 (H): 0.102, atom 77 (O): 0.004, atom 78 (H): 0.110, atom 79 (H): 0.045, atom 80 (H): 0.159, atom 81 (N): 0.079, atom 82 (H): 0.098, atom 83 (H): 0.090, atom 84 (O): 0.010, atom 85 (C): 0.008, atom 86 (H): 0.086, atom 87 (H): 0.119, atom 88 (F): -0.227, atom 89 (F): -0.181, atom 90 (H): 0.083, atom 91 (H): 0.116, atom 92 (H): 0.094, atom 93 (H): 0.097, atom 94 (H): 0.077, atom 95 (H): 0.054, atom 96 (H): 0.075, atom 97 (C): -0.398, atom 98 (H): 0.113, atom 99 (F): -0.183